Entry from OMol25: 4 unconnected molecules or ions with the total composition C33H46FNO12S3 (ωB97M-V/def2-TZVPD).

```
96
Properties=species:S:1:pos:R:3:forces:R:3:mulliken_charge:R:1
C -0.319 -1.903 -1.071 0.2672 0.3666 -1.0694 -0.02
C -0.199 -0.753 -2.141 -0.2632 -0.6869 0.5299 0.64
O -0.968 0.180 -2.134 0.5364 -0.4058 -0.1700 -0.52
O 0.794 -0.895 -3.089 -1.4916 0.5333 0.6328 -0.28
C 0.712 0.147 -4.108 1.3626 -0.0574 -1.1861 -0.61
C 2.014 -0.049 -4.994 -0.2089 0.7004 1.4878 -0.78
C 3.253 0.240 -4.024 -0.2817 -1.0253 -0.6361 -0.24
C 4.178 -1.036 -3.933 0.6436 1.3071 -0.1910 -0.40
C 5.468 -0.640 -3.098 0.2345 -0.2587 0.9229 -1.53
C 5.431 -1.170 -1.623 0.4316 -0.8032 0.4981 0.13
C 5.014 -0.308 -0.505 0.6037 -1.7291 0.0485 0.21
C 4.995 -0.769 0.881 0.9555 -2.6291 -1.2426 -0.38
N 4.626 0.033 2.034 0.0970 0.9290 -2.6478 0.33
C 4.832 1.451 1.827 -0.4552 1.0791 0.7722 0.80
C 6.131 2.093 1.258 0.2223 -0.4557 -0.9081 -1.06
O 3.928 2.194 2.167 0.7605 -0.4198 -0.3000 -0.55
C 3.204 -0.141 2.407 -1.7449 -0.4378 1.5384 0.22
C 2.020 -0.143 1.389 0.4192 1.0384 -0.1575 -0.55
O 2.947 -0.253 3.576 0.4463 0.1408 -0.7930 -0.58
C 5.382 -2.180 1.126 0.1470 0.4518 -1.9877 0.44
C 5.805 -3.040 -0.005 -0.1422 0.6164 -0.2634 0.53
C 5.860 -2.560 -1.386 -1.2016 1.7225 2.6093 0.25
F 6.291 -3.376 -2.393 -0.6158 1.3156 1.1800 -0.34
C 6.228 -4.517 0.300 0.2064 0.6863 1.1536 -0.08
O 6.067 -5.428 -0.472 0.1937 0.5730 0.2956 -0.49
C 6.864 -4.735 1.717 -0.5548 0.9473 -0.3779 -0.45
C 6.461 -3.959 2.756 0.3892 -0.2832 -1.3809 -0.61
C 5.376 -2.853 2.528 0.9341 -0.7362 -0.1308 0.41
O 4.594 -2.616 3.413 0.2687 0.2592 -0.6413 -0.47
H -1.388 -1.889 -0.732 1.1659 -0.0585 -0.1866 0.17
H 0.377 -1.679 -0.228 -0.7144 -0.2191 -0.6825 -0.27
H -0.050 -2.892 -1.527 -0.2323 0.9308 0.4856 0.36
H -0.224 0.060 -4.715 0.6693 0.0228 0.7718 0.41
H 0.797 1.148 -3.620 -0.4082 -0.8070 -0.4117 0.34
H 2.092 -1.083 -5.419 -0.2488 0.9381 0.3329 0.33
H 2.022 0.715 -5.815 -0.1885 -0.8210 0.6161 0.35
H 2.918 0.509 -2.982 0.2159 -0.1454 -1.0800 -0.03
H 3.820 1.100 -4.465 -0.2209 -0.7765 0.5990 0.46
H 4.508 -1.278 -4.983 -0.3636 0.0272 1.0516 0.35
H 3.660 -1.930 -3.491 0.3852 0.9490 -0.4144 0.25
H 6.381 -1.041 -3.605 -0.7129 0.2255 0.5513 0.49
H 5.619 0.476 -3.016 -0.3907 -1.0732 -0.3586 0.44
H 4.725 0.747 -0.754 0.2907 -1.1727 0.2935 0.28
H 5.827 2.639 0.316 0.2119 -0.5537 1.0031 0.28
H 6.920 1.359 0.948 -0.6984 0.5856 0.4922 0.26
H 6.569 2.880 1.930 -0.6988 -1.0061 -0.3296 0.39
H 1.635 -1.161 1.139 0.7813 0.7607 0.2048 0.12
H 1.164 0.399 1.879 1.0546 -0.6118 -0.3955 -0.11
H 2.298 0.467 0.488 -0.3188 -0.8909 0.5457 0.37
H 7.644 -5.525 1.796 -0.8962 0.5473 -0.0149 0.35
H 6.913 -4.139 3.756 -0.8058 0.4324 -0.6737 0.37
O -4.562 -0.667 2.531 -0.2270 -0.3259 -0.0330 -0.70
S -4.905 -0.187 1.210 0.0177 0.5055 -0.5138 1.17
O -5.758 -0.939 0.318 0.0364 -0.2751 0.3304 -0.72
C -5.542 1.474 1.359 -0.0610 0.3771 0.0814 -0.38
C -4.305 2.360 1.265 0.0946 -0.0380 0.0334 -0.37
C -3.453 1.769 0.138 0.0482 0.1295 -0.0284 -0.28
C -3.396 0.256 0.353 0.3195 -0.0157 -0.2859 0.10
H -6.079 1.584 2.299 -0.0387 -0.1807 -0.0419 0.57
H -6.215 1.649 0.518 -0.0125 -0.0830 0.0789 -0.04
H -4.571 3.400 1.069 -0.0130 -0.0516 0.0488 0.44
H -3.747 2.326 2.206 -0.0170 0.0566 -0.0508 -0.06
H -3.922 1.986 -0.825 0.0215 -0.0088 0.0465 -0.18
H -2.452 2.201 0.119 -0.0256 -0.0880 -0.0124 0.44
H -3.346 -0.283 -0.593 -0.1029 -0.0779 0.1084 0.37
H -2.554 -0.026 0.986 -0.2091 0.0144 -0.0296 -0.23
O -7.801 2.307 -0.934 -0.1318 0.2436 -0.0049 -0.66
S -7.819 2.528 -2.360 0.0602 0.0546 -0.3847 1.13
O -8.473 3.669 -2.951 -0.0460 -0.0122 0.3778 -0.71
C -6.141 2.443 -2.966 0.3960 -0.1685 -0.1422 -0.67
C -5.930 0.967 -3.283 0.0211 -0.1373 0.1025 -0.23
C -7.213 0.502 -3.978 0.0790 -0.0300 -0.1257 -0.80
C -8.395 1.033 -3.161 -0.1291 -0.4634 -0.2414 -0.67
H -5.455 2.824 -2.212 -0.1630 0.1126 0.0258 0.26
H -6.083 3.052 -3.870 -0.0691 0.0342 0.0817 0.39
H -5.050 0.814 -3.910 -0.0273 0.0221 0.0522 0.45
H -5.786 0.402 -2.356 0.0133 0.0326 -0.0206 0.02
H -7.249 0.916 -4.990 0.0013 -0.0033 0.0576 0.34
H -7.253 -0.584 -4.067 -0.0201 0.0664 0.0186 0.35
H -9.249 1.270 -3.794 -0.0126 0.1188 0.1823 0.39
H -8.693 0.328 -2.384 0.0387 0.1403 0.0593 0.37
O -0.569 2.321 3.490 -0.0313 -0.1082 -0.4415 -0.74
S -1.023 0.955 3.598 -0.1099 -0.1957 0.7572 1.22
O -1.140 0.092 2.442 0.2749 0.3301 -0.1842 -0.67
C -0.044 0.128 4.841 0.2068 -0.0793 0.3937 -0.64
C -0.793 0.388 6.142 -0.1232 0.0933 0.0337 -0.74
C -2.277 0.188 5.816 0.0298 -0.1104 0.1167 -0.87
C -2.564 0.934 4.511 -0.4961 -0.0728 0.1976 0.00
H 0.969 0.526 4.840 -0.0404 -0.0406 -0.2259 0.36
H -0.030 -0.936 4.601 0.0263 0.0700 -0.0759 0.35
H -0.460 -0.281 6.936 0.0239 0.0392 -0.0561 0.40
H -0.623 1.417 6.473 0.0475 -0.0538 -0.0191 0.31
H -2.480 -0.878 5.683 0.0022 0.0605 -0.0236 0.32
H -2.920 0.545 6.622 0.0059 -0.0168 -0.0749 0.40
H -3.328 0.431 3.917 0.1442 0.0964 -0.0753 -0.22
H -2.859 1.968 4.696 0.1622 0.0168 -0.0783 0.46
```
Positions in Å, forces in eV/Å.

For the frontier orbital gap, the calculation gives 8.35 eV. Its charge is 0. Its structure (SMILES) is CC(=O)OCCCCCc1cc(N(C(C)=O)C(C)=O)c2c(c1F)C(=O)C=CC2=O.O=S1(=O)CCCC1.O=S1(=O)CCCC1.O=S1(=O)CCCC1.


Entry from OMol25: a molecular structure, C33H46Ge2N2OReS (ωB97M-V/def2-TZVPD).

```
86
Properties=species:S:1:pos:R:3:forces:R:3:lowdin_spin:R:1
Re -0.195 0.385 0.488 1.0669 0.6697 0.0680 0.92
C 1.923 -0.326 4.864 -0.0976 -0.0286 -0.0206 0.00
C 1.040 -0.939 3.776 -0.2608 0.3376 -0.2446 0.00
Ge -0.348 0.324 3.097 -0.1239 -0.0049 0.5034 -0.02
C -2.208 -0.223 3.580 0.3675 -0.0106 -0.3504 -0.01
C -2.314 -0.438 5.088 0.0532 0.0201 0.0281 0.00
C -0.059 2.222 3.565 -0.0134 -0.4590 -0.2307 0.00
C -0.233 3.267 2.741 0.0585 -0.0647 -1.0297 0.00
Ge -0.690 2.789 0.851 -0.8325 -0.6451 0.7488 0.00
C 2.406 3.530 -1.774 0.0245 0.3268 0.0122 0.00
C 2.677 5.027 -1.654 -0.0220 -0.0847 -0.0324 0.00
C -2.081 3.564 -0.361 0.6310 -0.1526 0.2670 0.00
C -2.236 5.073 -0.470 -0.0547 0.0956 0.0853 0.00
C -0.201 4.695 3.037 0.0395 0.5276 0.0489 0.00
C 0.069 5.604 2.006 -0.0172 -0.4254 0.0843 0.00
C 0.122 6.963 2.236 -0.0605 0.1874 0.0523 0.00
C -0.108 7.443 3.522 0.0121 -0.1116 -0.1256 0.00
C -0.384 6.557 4.557 0.0029 0.1407 0.0727 0.00
C -0.444 5.195 4.322 0.1138 -0.1942 -0.1237 0.00
H 2.677 -1.050 5.173 0.0202 0.0270 0.0381 0.00
H 1.337 -0.076 5.749 0.0456 0.0498 0.0256 0.00
H 2.431 0.579 4.526 0.0159 0.0107 0.0415 0.00
H 0.479 -1.787 4.173 -0.0050 -0.0414 -0.0855 0.00
H 1.636 -1.314 2.940 -0.0405 -0.0517 0.0105 0.00
H -2.412 -1.152 3.042 -0.0427 0.0185 0.0008 0.00
H -2.905 0.544 3.237 0.0607 0.0224 -0.0570 0.00
H -1.667 -1.246 5.430 0.0123 0.0178 0.0281 0.00
H -3.338 -0.716 5.337 0.0160 0.0083 0.0340 0.00
H -2.076 0.465 5.651 -0.0046 -0.0019 0.0228 0.00
H 0.156 2.425 4.614 -0.0432 0.0643 0.0252 0.00
H 2.046 3.298 -2.776 -0.0321 -0.0991 0.0366 0.00
H 1.624 3.221 -1.070 0.0466 -0.0887 -0.0482 0.00
H 1.800 5.592 -1.969 0.0017 0.0137 0.0506 0.00
H 3.495 5.328 -2.309 0.0188 0.0419 0.0225 0.00
H 2.928 5.317 -0.633 0.0160 0.0410 -0.0051 0.00
H -2.975 3.101 0.077 0.0008 -0.0517 0.0144 0.00
H -1.898 3.098 -1.332 -0.0703 -0.0418 0.0248 0.00
H -2.385 5.545 0.499 0.0288 -0.0029 -0.0061 0.00
H -3.117 5.286 -1.077 0.0252 0.0011 -0.0213 0.00
H -1.381 5.535 -0.961 0.0038 0.0130 0.0179 0.00
H 0.239 5.209 0.997 0.0543 0.1456 -0.0242 0.00
H 0.317 7.658 1.430 0.0361 -0.0248 -0.0133 0.00
H -0.088 8.508 3.708 0.0226 -0.0005 0.0313 0.00
H -0.559 6.940 5.553 -0.0477 -0.0256 0.0002 0.00
H -0.686 4.519 5.132 -0.0155 0.0229 0.0269 0.00
O 1.858 0.496 0.475 -1.6503 -0.2727 -0.2427 0.03
S 2.967 0.871 1.496 0.9247 0.7649 0.0486 0.00
C 3.449 2.633 1.045 -0.2719 -0.5709 0.2794 0.00
C 4.282 2.825 -0.173 0.4120 -0.1745 -0.4072 0.00
C 3.683 2.664 -1.519 -0.0990 -0.0813 -0.0181 0.00
C 4.619 2.777 -2.650 -0.0615 0.0059 0.1716 0.00
C 5.950 3.012 -2.483 0.2509 0.0130 -0.0935 0.00
C 6.445 3.209 -1.187 -0.1727 -0.0260 -0.3099 0.00
C 5.617 3.096 -0.054 -0.3540 0.0435 0.4842 0.00
C 4.464 -0.056 0.983 -0.0469 -0.1955 0.0146 0.00
C 4.204 -1.503 0.704 -0.1890 -0.1861 0.0279 0.00
C 4.048 -2.416 1.747 0.0477 0.1694 0.0057 0.00
C 3.925 -3.767 1.470 -0.0667 -0.0755 -0.0133 0.00
C 3.958 -4.214 0.154 -0.0383 0.0808 -0.0544 0.00
C 4.100 -3.306 -0.889 -0.0624 -0.0744 0.0352 0.00
C 4.209 -1.952 -0.615 0.0017 0.1281 0.0457 0.00
H 3.963 2.994 1.937 -0.0893 0.0222 0.0606 0.00
H 2.469 3.109 0.972 0.0423 0.1604 0.1048 0.00
H 3.297 1.624 -1.564 0.0963 -0.0407 -0.0416 0.00
H 4.203 2.681 -3.648 0.0049 -0.0498 -0.0078 0.00
H 6.621 3.064 -3.331 -0.0232 0.0671 -0.0100 0.00
H 7.495 3.447 -1.051 0.0130 -0.0204 0.0191 0.00
H 6.055 3.233 0.928 0.0506 -0.0009 -0.0266 0.00
H 5.119 0.073 1.852 -0.0337 0.1284 0.0087 0.00
H 4.908 0.429 0.119 -0.0362 0.1190 -0.0331 0.00
H 4.067 -2.071 2.775 0.0504 -0.0425 0.0261 0.00
H 3.827 -4.479 2.278 0.0158 0.0004 0.0140 0.00
H 3.879 -5.270 -0.062 0.0402 -0.0145 0.0179 0.00
H 4.145 -3.655 -1.912 -0.0115 -0.0121 -0.0005 0.00
H 4.340 -1.247 -1.430 0.0470 -0.0217 -0.0011 0.00
C -5.267 -0.200 -0.968 -0.6068 0.4390 -0.1445 0.00
N -4.237 -1.056 -0.344 0.3935 0.2262 0.0554 0.00
C -4.605 -2.453 -0.016 0.0210 -0.7907 0.1309 0.00
C -3.095 -0.587 -0.079 -0.3781 -0.1252 -0.0916 0.07
N -2.033 -0.116 0.175 0.3545 -0.0323 -0.0625 0.00
H -5.713 -0.735 -1.805 0.1704 -0.1023 -0.0008 0.00
H -4.837 0.731 -1.330 0.1146 -0.0535 0.0486 0.00
H -6.049 0.015 -0.239 0.0963 -0.0637 0.0597 0.00
H -5.658 -2.588 -0.247 -0.0125 0.1451 -0.0179 0.00
H -4.446 -2.661 1.041 0.0075 0.1686 0.0010 0.00
H -4.027 -3.161 -0.610 0.0371 0.1531 -0.0872 0.00
```
Positions in Å, forces in eV/Å.

For the frontier orbital gap (spin up / spin down), the calculation gives 4.66 / 5.10 eV. Its charge is +4. The spin multiplicity is 2.


Q: Among the records above, which one has the lowest charge?
A: C33H46FNO12S3